(1)
Here is 2 unconnected molecules or ions with the total composition C20H19N2OS at a distorted geometry from the OMol25 dataset. Energies are from the ωB97M-V functional and the def2-TZVPD basis.

CARTESIAN COORDINATES (ANGSTROEM)
1 C 4.3034 2.3490 -3.1738
2 C 3.4878 3.4845 -3.0855
3 C 2.3197 3.4556 -2.3291
4 C 1.9121 2.2541 -1.6958
5 C 0.6291 2.0652 -1.0038
6 N 0.4731 0.9148 -0.3494
7 C -0.5280 0.3945 0.2965
8 C -0.4823 -0.7965 1.0489
9 N -0.7828 -1.6852 1.7572
10 C -0.4052 3.1143 -1.1194
11 C -0.6105 3.7555 -2.3634
12 C -1.5301 4.7943 -2.5038
13 C -2.2868 5.2047 -1.4026
14 C -2.1283 4.5508 -0.1729
15 C -1.1961 3.5127 -0.0268
16 C 2.7640 1.1426 -1.7496
17 C 3.9218 1.1660 -2.5187
18 H 5.2306 2.3844 -3.7460
19 H 3.7587 4.3980 -3.6190
20 H 1.7069 4.3545 -2.2512
21 H -1.5322 0.8636 0.2712
22 H -0.0155 3.4575 -3.2296
23 H -1.6473 5.2745 -3.4786
24 H -2.9988 6.0277 -1.5130
25 H -2.7400 4.8542 0.6771
26 H -1.0357 3.0395 0.9432
27 H 2.4686 0.2496 -1.1965
28 H 4.5176 0.2567 -2.6013
29 C -1.1194 -6.3414 1.7394
30 C -0.5039 -4.9857 1.4034
31 C -0.2076 -4.1143 2.6310
32 O 0.9180 -3.7641 2.9341
33 C -1.4304 -3.8603 3.5237
34 C -2.1662 -5.1185 3.9828
35 S -2.6245 -6.3269 2.7172
36 H -1.4382 -6.8221 0.8039
37 H -0.3835 -6.9794 2.2448
38 H 0.4428 -5.1470 0.8808
39 H -1.1650 -4.4117 0.7451
40 H -1.0857 -3.3112 4.4059
41 H -2.0978 -3.1918 2.9699
42 H -1.5716 -5.6392 4.7487
43 H -3.1411 -4.8236 4.4052

The value obtained for the energy above the lowest of the compared OMol25 structures with the same formula, charge and spin is 0.0 kJ/mol. As for the total charge: -1. Its HOMO energy is -2.866 eV. The calculation puts the HOMO-LUMO gap at 5.39 eV. The multiplicity is 1.

natural (NBO) population analysis, charges in e, atoms 1 to 6: -0.280 -0.222 -0.276 0.068 -0.056 -0.350

=====

(2)
Here is a molecular structure, C20H19N4O2PPdS3 at a distorted geometry from the OMol25 dataset. Energies are from the ωB97M-V functional and the def2-TZVPD basis.

CARTESIAN COORDINATES (ANGSTROEM)
1 Pd 1.5550 -1.3807 1.1333
2 N 3.3062 -2.5221 0.8418
3 N 4.1012 -2.3139 1.9883
4 C 3.5318 -1.6825 3.1231
5 O 4.1202 -1.7834 4.1753
6 O 2.4444 -1.0099 2.9120
7 H 2.9654 -3.4767 0.7650
8 H 3.8310 -2.2742 0.0099
9 H 4.7704 -3.0409 2.1894
10 S -0.5478 -0.7968 1.9727
11 P -1.2012 -1.3092 0.1694
12 S 0.2677 -2.5227 -0.5596
13 C -2.8368 -2.0554 0.1772
14 C -3.9639 -1.2375 0.2164
15 C -5.2234 -1.8082 0.2940
16 C -5.3585 -3.1902 0.3254
17 C -4.2359 -4.0047 0.2851
18 C -2.9720 -3.4388 0.2156
19 C -1.3496 0.1406 -0.9107
20 C -1.1714 1.4247 -0.4098
21 C -1.2998 2.5200 -1.2530
22 C -1.6130 2.3342 -2.5907
23 C -1.7928 1.0507 -3.0937
24 C -1.6597 -0.0446 -2.2562
25 H -3.8575 -0.1599 0.1822
26 H -6.1005 -1.1757 0.3253
27 H -6.3441 -3.6337 0.3801
28 H -4.3447 -5.0806 0.3114
29 H -2.0893 -4.0658 0.1909
30 H -0.9112 1.5603 0.6327
31 H -1.1417 3.5158 -0.8600
32 H -1.7106 3.1891 -3.2472
33 H -2.0372 0.9061 -4.1382
34 H -1.7954 -1.0457 -2.6507
35 N 2.0318 -0.1604 -2.5013
36 C 2.1063 0.8891 -1.6237
37 N 2.1571 0.7413 -0.3440
38 C 2.2219 1.9736 0.2931
39 C 2.2572 2.1595 1.6740
40 C 2.3058 3.4512 2.1654
41 C 2.3241 4.5531 1.3074
42 C 2.2975 4.3818 -0.0658
43 C 2.2448 3.0859 -0.5588
44 S 2.1870 2.5406 -2.2160
45 H 1.5610 -0.9730 -2.1076
46 H 1.7041 0.0740 -3.4256
47 H 2.2526 1.2986 2.3324
48 H 2.3342 3.6104 3.2352
49 H 2.3612 5.5525 1.7203
50 H 2.3180 5.2343 -0.7319

The value obtained for the energy above the lowest of the compared OMol25 structures with the same formula, charge and spin is 12.7 kJ/mol. Its HOMO energy is -8.314 eV. The calculation puts the HOMO-LUMO gap at 8.00 eV. The multiplicity is 1.

natural (NBO) population analysis, charges in e, atoms 1 to 6: 0.744 -0.619 -0.525 0.864 -0.651 -0.743

=====

(3)
Here is a molecular structure, C20H19N5O2Pb at a distorted geometry from the OMol25 dataset. Energies are from the ωB97M-V functional and the def2-TZVPD basis.

CARTESIAN COORDINATES (ANGSTROEM)
1 N 0.1916 2.2878 -0.3861
2 C 0.2922 3.4459 -0.3662
3 C 0.3609 4.8638 -0.3838
4 H -0.6772 5.2403 -0.4568
5 H 0.9610 5.1517 -1.2680
6 H 0.8447 5.1833 0.5573
7 N 2.0547 -1.3390 -0.8284
8 C 3.0116 -1.9623 -0.9010
9 C 4.2015 -2.7365 -1.1192
10 H 4.7917 -2.2174 -1.9056
11 H 3.8831 -3.7459 -1.4566
12 H 4.7598 -2.7856 -0.1623
13 N -2.0151 -1.0992 -0.3853
14 C -3.0345 -1.6578 -0.3647
15 C -4.3042 -2.2926 -0.3833
16 H -4.2711 -3.1176 0.3515
17 H -4.4678 -2.6698 -1.4112
18 H -5.0556 -1.5289 -0.1072
19 Pb 0.0187 -0.0121 -0.7379
20 C 0.2160 -2.0380 1.2453
21 O 0.2122 -2.9035 2.0051
22 C 1.9515 0.6263 1.2450
23 O 2.7408 0.9815 2.0048
24 C 0.6114 1.2818 -3.4767
25 C -0.7889 1.3516 -3.3562
26 C -1.5566 0.1674 -3.3567
27 C -0.9212 -1.0824 -3.4762
28 C 0.4811 -1.1506 -3.5970
29 C 1.2460 0.0293 -3.5967
30 H 1.2056 2.2020 -3.5116
31 H -1.2866 2.3259 -3.2924
32 H -2.6493 0.2243 -3.2947
33 H -1.5186 -2.0006 -3.5096
34 H 0.9709 -2.1221 -3.7274
35 H 2.3329 -0.0211 -3.7261
36 N 0.1892 -0.1232 7.2672
37 C 0.1574 -0.1024 6.1029
38 C -0.1097 0.0714 4.7089
39 C -0.9217 -0.8515 4.0289
40 C -1.2915 -0.5346 2.7075
41 N -0.9617 0.6260 2.1309
42 C -0.0339 1.3972 2.7076
43 C 0.4056 1.1875 4.0289
44 H -1.3664 -1.7318 4.5317
45 H -2.0740 -1.1178 2.1949
46 H 0.1832 2.3485 2.1948
47 H 1.0304 1.9507 4.5317

As for the total charge: +4. Its HOMO energy (spin up / spin down) is -21.856 / -21.930 eV. The calculation puts the HOMO-LUMO gap (spin up / spin down) at 5.15 / 4.93 eV. The multiplicity is 1.

natural (NBO) population analysis, charges in e, atoms 1 to 6: -0.635 0.567 -0.767 0.320 0.316 0.314

=====

(4)
Here is a molecular structure, C20H19N5O3S2 at a distorted geometry from the OMol25 dataset. Energies are from the ωB97M-V functional and the def2-TZVPD basis.

CARTESIAN COORDINATES (ANGSTROEM)
1 C 4.0540 4.8202 1.1718
2 H 4.1885 5.7736 1.4301
3 O 3.0747 4.8255 0.0326
4 C 2.6302 3.8679 -0.6065
5 C 2.9451 2.6958 -0.4081
6 C 2.5302 1.6119 -0.9063
7 C 1.6376 1.8925 -1.8337
8 C 1.2877 2.9933 -2.4336
9 C 1.8422 4.0838 -1.7194
10 H 1.4589 5.1184 -1.8777
11 H 0.7278 3.0515 -3.0943
12 H 1.3493 0.8396 -2.6214
13 N 2.7392 0.3042 -0.7810
14 C 3.6488 -0.3962 0.3916
15 O 4.2203 0.3317 1.0457
16 C 3.7042 -1.7680 0.4631
17 H 4.4024 -2.0571 0.9692
18 H 3.6804 -2.1913 -0.5840
19 S 2.1836 -2.7088 1.1685
20 C 1.0563 -2.3897 0.1096
21 N 1.2032 -1.8998 -1.3186
22 N 0.1257 -1.8871 -1.6673
23 C -0.8473 -2.4263 -0.9128
24 N -0.2242 -2.6708 0.3748
25 C -0.8039 -3.3812 1.1795
26 H -1.8839 -3.7820 1.1807
27 H -1.1842 -2.2590 2.1091
28 H -0.1361 -4.0793 1.8388
29 C -2.3271 -2.3033 -1.1284
30 N -3.1358 -1.4990 -0.2369
31 C -3.9114 -2.1577 0.5560
32 O -4.2060 -3.2003 0.5927
33 S -4.6491 -0.7947 1.6239
34 C -3.7238 0.5638 0.7251
35 C -3.6187 1.8815 0.9909
36 C -2.6748 2.3805 0.2794
37 C -2.0030 1.9403 -0.9358
38 C -2.0232 0.6336 -0.7504
39 C -2.8584 -0.1771 -0.2213
40 H -1.2723 0.1335 -1.6943
41 H -1.4046 2.6260 -1.1906
42 H -2.5122 3.6701 0.6271
43 H -4.1566 2.3437 1.7849
44 H -2.8092 -3.2514 -1.0721
45 H -2.4392 -2.0758 -2.3370
46 H 2.1900 -0.5427 -1.2272
47 H 3.6394 2.4317 0.5903
48 H 4.8223 4.4111 0.7747
49 H 3.6972 4.1595 1.8211

The value obtained for the energy above the lowest of the compared OMol25 structures with the same formula, charge and spin is 2140.0 kJ/mol. Its HOMO energy is -7.228 eV. The calculation puts the HOMO-LUMO gap at 6.86 eV. The multiplicity is 1.

natural (NBO) population analysis, charges in e, atoms 1 to 6: -0.202 0.192 -0.480 0.280 -0.286 0.064

=====

(5)
Here is a single C20H19NO3S molecule from the OMol25 dataset. Energies are from the ωB97M-V functional and the def2-TZVPD basis.

CARTESIAN COORDINATES (ANGSTROEM)
1 C 4.7935 -4.1421 -3.1454
2 H 4.7352 -3.7272 -4.1574
3 H 4.1447 -5.0221 -3.0769
4 H 5.8207 -4.4368 -2.9368
5 O 4.4702 -3.1820 -2.1721
6 C 3.2313 -2.6173 -2.2088
7 C 2.2369 -2.9271 -3.1191
8 C 1.0000 -2.2968 -3.0616
9 C 0.7474 -1.3377 -2.1027
10 C 1.7463 -1.0142 -1.1856
11 C 2.9773 -1.6404 -1.2185
12 O 4.0000 -1.3957 -0.3552
13 C 3.7963 -0.4505 0.6655
14 H 2.9752 -0.7439 1.3288
15 H 4.7259 -0.4267 1.2320
16 H 3.5950 0.5464 0.2597
17 H 1.5402 -0.2564 -0.4464
18 C -0.5868 -0.6420 -2.0118
19 N -1.0344 -0.5474 -0.6405
20 C -1.1004 0.6360 0.0170
21 O -0.9935 1.7085 -0.5463
22 C -1.3089 0.4940 1.4743
23 C -2.0485 1.2549 2.3466
24 C -1.9892 0.7461 3.6741
25 C -1.2065 -0.3516 3.7982
26 S -0.5303 -0.8315 2.2968
27 H -0.9759 -0.9141 4.6812
28 H -2.4998 1.2105 4.4988
29 C -2.8756 2.4212 2.0187
30 C -4.1836 2.4685 2.4985
31 C -4.9878 3.5604 2.2335
32 C -4.4935 4.6234 1.4958
33 C -3.1921 4.5866 1.0251
34 C -2.3833 3.4948 1.2841
35 H -1.3722 3.4688 0.9132
36 H -2.8019 5.4141 0.4513
37 H -5.1223 5.4773 1.2898
38 H -6.0028 3.5819 2.6033
39 H -4.5749 1.6348 3.0647
40 H -1.0712 -1.4086 -0.1170
41 H -1.3334 -1.1742 -2.6095
42 H -0.5122 0.3878 -2.3774
43 H 0.2381 -2.5607 -3.7795
44 H 2.4070 -3.6690 -3.8827

The value obtained for the energy above the lowest of the compared OMol25 structures with the same formula, charge and spin is 169.1 kJ/mol. Its SMILES is COc1ccc(CNC(=O)c2sccc2-c2ccccc2)cc1OC. Its HOMO energy is -8.059 eV. The calculation puts the HOMO-LUMO gap at 8.60 eV. The multiplicity is 1.

natural (NBO) population analysis, charges in e, atoms 1 to 6: -0.250 0.175 0.174 0.201 -0.482 0.241

=====

Calculated DFT total energy in order - -1356.47036, -2806.96859, -1388.83088, -2068.65692, -1452.18308 a.u.